[1]
A structure of composition C27H22HfN6O4S, computed with ωB97M-V/def2-TZVPD.

Atoms and positions in Å:
Hf -0.694 0.991 -0.558
C -2.096 3.762 -1.391
O -1.600 2.946 -0.280
C -1.727 3.489 1.032
C -2.180 4.766 1.268
C -2.265 5.186 2.592
C -1.902 4.334 3.623
C -1.448 3.052 3.356
C -1.352 2.619 2.043
N -0.903 1.324 1.620
N -0.584 0.558 2.606
C -0.213 -0.718 2.492
C -0.181 -1.446 1.270
O -0.450 -0.849 0.121
C 0.124 -2.808 1.258
C 0.410 -3.449 2.436
C 0.416 -2.783 3.686
C 0.723 -3.481 4.872
C 0.724 -2.828 6.075
C 0.417 -1.460 6.121
C 0.115 -0.758 4.976
C 0.106 -1.407 3.736
H -3.146 3.980 -1.220
H -1.975 3.174 -2.296
H -1.503 4.670 -1.452
H -2.468 5.429 0.467
H -2.621 6.184 2.806
H -1.976 4.670 4.648
H -1.172 2.382 4.156
H 0.121 -3.331 0.312
H 0.642 -4.507 2.419
H 0.956 -4.537 4.815
H 0.959 -3.362 6.985
H 0.417 -0.947 7.073
H -0.116 0.295 5.030
N 0.947 -4.458 -5.472
C 0.491 -3.291 -4.980
C 0.522 -2.122 -5.770
C 0.054 -0.935 -5.275
C -0.451 -0.884 -3.967
C -0.493 -2.031 -3.163
C -0.026 -3.217 -3.667
S -0.972 0.630 -3.399
O -1.511 1.474 -4.399
O -1.895 0.400 -2.186
N 0.170 1.385 -2.528
C 1.448 1.018 -2.182
N 2.403 0.614 -2.986
C 3.581 0.379 -2.410
C 3.820 0.551 -1.047
C 2.747 0.910 -0.265
N 1.552 1.135 -0.829
H 1.244 -4.532 -6.428
H 0.854 -5.312 -4.951
H 0.904 -2.172 -6.781
H 0.061 -0.046 -5.891
H -0.922 -2.000 -2.172
H -0.082 -4.118 -3.069
H 4.377 0.063 -3.075
H 4.797 0.390 -0.619
H 2.818 1.022 0.810

As for the charge: +2. The HOMO energy comes out at -13.5 eV. As for the multiplicity: 1.

[2]
An isolated molecule of C2H8OSSi at a distorted geometry, computed with ωB97M-V/def2-TZVPD.

Atoms and positions in Å:
C 0.579 0.543 1.422
C 0.652 -1.029 -1.160
O -0.663 1.810 -0.793
Si -0.273 0.357 -0.206
S -2.393 -0.606 0.045
H 0.268 1.254 2.215
H 0.927 -0.345 1.895
H 1.416 1.046 1.064
H 1.581 -0.695 -1.690
H 0.863 -1.795 -0.363
H 0.130 -1.531 -1.971
H -0.855 2.234 -1.666
H -2.231 -1.244 1.209

As for the charge: 0. The HOMO energy (alpha / beta) comes out at -3.5 / -11.0 eV. The expectation value of S² is 2.004. As for the multiplicity: 3.

[3]
A structure of composition C6H10F3O4Rb at a distorted geometry, computed with ωB97M-V/def2-TZVPD.

Atoms and positions in Å:
Rb 0.181 -3.402 0.862
C -1.854 0.213 0.900
O -1.073 1.394 0.621
O -0.981 -0.773 1.071
C -2.880 0.449 2.012
F -3.504 -0.699 2.400
F -2.418 1.049 3.146
F -3.899 1.263 1.584
C -1.727 2.625 0.433
C -0.721 3.612 -0.116
H 0.025 3.919 0.623
H -0.201 3.240 -0.997
H -1.226 4.551 -0.373
H -2.182 2.999 1.358
H -2.520 2.588 -0.330
H -2.460 0.081 -0.022
O 2.595 -3.082 -3.383
C 3.573 -2.918 -2.422
C 3.272 -2.839 -0.906
O 2.338 -1.970 -0.337
H 4.161 -2.002 -2.676
H 4.388 -3.672 -2.547
H 4.227 -2.790 -0.335
H 2.887 -3.832 -0.568

As for the charge: -2. The HOMO energy comes out at 1.3 eV. As for the multiplicity: 1.

[4]
The ion C56H70N9O23S with charge -1 at a distorted geometry, computed with ωB97M-V/def2-TZVPD.

Atoms and positions in Å:
C -2.647 -6.432 5.385
C -1.930 -6.516 4.043
C -0.836 -7.583 4.059
C -0.189 -7.812 2.694
C 0.512 -6.563 2.172
O 1.233 -6.911 1.002
C 1.784 -5.902 0.280
C 1.749 -4.560 0.654
C 2.306 -3.600 -0.163
C 2.912 -3.947 -1.371
C 2.969 -5.294 -1.732
C 2.417 -6.257 -0.915
H 2.445 -7.300 -1.190
H 3.439 -5.574 -2.662
C 3.394 -2.891 -2.236
C 3.393 -1.533 -2.039
C 3.839 -1.001 -3.272
N 4.103 -1.970 -4.120
O 3.843 -3.144 -3.485
C 3.839 0.425 -3.569
C 4.130 1.329 -2.549
C 3.887 2.675 -2.719
C 3.326 3.137 -3.907
C 3.143 2.252 -4.965
C 3.404 0.904 -4.801
H 3.215 0.213 -5.606
H 2.764 2.618 -5.909
C 2.838 4.547 -4.035
O 3.311 5.364 -4.800
N 1.767 4.849 -3.257
H 1.402 5.785 -3.382
C 1.085 4.020 -2.287
C -0.203 3.382 -2.853
O -1.256 3.382 -2.238
N -0.039 2.788 -4.042
H 0.865 2.823 -4.493
C -0.967 1.819 -4.590
C -0.180 0.555 -4.941
O 0.491 0.520 -5.970
N -0.270 -0.523 -4.153
C -0.841 -0.664 -2.818
H -1.935 -0.704 -2.867
C -0.241 -1.989 -2.308
H 0.684 -1.789 -1.768
H -0.925 -2.528 -1.658
C 0.049 -2.799 -3.573
O -1.055 -3.555 -3.999
H -1.846 -3.005 -3.951
H 0.849 -3.528 -3.423
C 0.451 -1.718 -4.576
H 1.527 -1.531 -4.561
H 0.163 -1.977 -5.598
C -0.389 0.475 -1.909
O 0.694 1.015 -2.116
N -1.144 0.865 -0.876
C -2.427 0.420 -0.362
H -2.536 0.919 0.604
C -2.397 -1.099 -0.124
O -2.944 -1.887 -0.874
N -1.671 -1.523 0.924
H -1.615 -2.530 1.045
C -1.185 -0.795 2.076
H -0.915 0.218 1.788
C 0.036 -1.551 2.612
O -0.032 -2.762 2.789
N 1.111 -0.828 2.920
C 1.382 0.549 2.544
H 0.586 1.221 2.876
C 1.595 0.602 1.029
O 1.782 -0.431 0.409
N 1.644 1.801 0.411
H 1.600 1.691 -0.608
C 1.062 3.030 0.921
O -0.332 2.978 0.757
H -0.749 2.797 1.633
C 1.643 4.292 0.230
H 2.669 4.068 -0.087
O 1.755 5.319 1.181
H 0.975 5.302 1.760
C 0.812 4.772 -0.978
H 1.040 5.832 -1.106
H -0.247 4.679 -0.729
H 1.320 3.114 1.984
C 2.690 0.896 3.293
O 2.455 1.487 4.528
H 1.704 1.043 4.962
H 3.293 1.616 2.727
C 3.403 -0.477 3.362
C 4.462 -0.545 4.450
H 4.867 -1.551 4.521
H 4.028 -0.266 5.407
H 5.270 0.146 4.228
H 3.857 -0.665 2.385
C 2.250 -1.454 3.571
H 2.021 -1.573 4.636
H 2.433 -2.436 3.132
C -2.327 -0.726 3.143
O -3.050 0.467 2.987
H -2.426 1.224 3.093
C -1.885 -0.951 4.608
C -1.124 0.236 5.180
O 0.090 0.230 5.303
N -1.908 1.244 5.589
H -1.509 2.178 5.703
H -2.881 1.226 5.326
H -2.788 -1.103 5.201
H -1.271 -1.849 4.664
H -3.037 -1.528 2.902
C -3.641 0.835 -1.247
O -3.265 1.508 -2.407
H -2.712 2.286 -2.174
H -4.149 -0.080 -1.579
C -4.682 1.651 -0.409
C -4.067 2.930 0.121
C -3.766 3.980 -0.741
C -3.073 5.085 -0.290
C -2.664 5.186 1.038
C -3.076 4.188 1.928
C -3.753 3.073 1.467
H -4.064 2.340 2.193
O -2.808 4.300 3.284
S -1.324 3.813 3.641
O -1.233 2.449 3.092
O -0.418 4.719 2.972
O -1.271 3.840 5.071
O -1.927 6.247 1.434
H -1.372 5.956 2.189
H -2.808 5.882 -0.966
H -4.065 3.933 -1.776
H -5.498 1.902 -1.097
O -5.268 0.838 0.574
H -4.616 0.629 1.256
H -0.794 1.711 -0.411
H -1.745 1.615 -3.855
C -1.635 2.373 -5.878
C -2.544 3.547 -5.538
H -2.984 3.938 -6.451
H -1.964 4.335 -5.066
H -3.329 3.223 -4.861
O -0.677 2.790 -6.812
H -0.035 2.059 -6.887
H -2.245 1.554 -6.302
H 1.726 3.157 -2.089
H 4.107 3.373 -1.923
H 4.521 0.968 -1.609
H 3.070 -0.984 -1.183
H 2.244 -2.568 0.136
H 1.271 -4.242 1.566
H -0.223 -5.786 1.939
H 1.202 -6.174 2.934
H -0.945 -8.121 1.969
H 0.548 -8.614 2.768
H -0.066 -7.294 4.778
H -1.268 -8.528 4.400
H -1.494 -5.544 3.813
H -2.654 -6.755 3.260
H -3.420 -5.667 5.358
H -1.944 -6.181 6.176
H -3.115 -7.384 5.632

As for the charge: -1. The HOMO energy comes out at -6.4 eV. As for the multiplicity: 1.

[5]
A cluster of 2 separate species, C3H8S in total at a distorted geometry, computed with ωB97M-V/def2-TZVPD.

Atoms and positions in Å:
C -0.304 1.084 0.390
C 0.539 -0.146 0.578
S -2.906 -0.285 -0.245
C 0.781 -0.857 -0.752
H -1.357 0.776 0.102
H -0.502 1.642 1.298
H -0.070 1.744 -0.440
H 1.431 0.053 1.177
H -0.041 -0.856 1.180
H 1.356 -0.260 -1.463
H -0.180 -1.062 -1.223
H 1.253 -1.832 -0.601

As for the charge: 0. The HOMO energy comes out at -9.4 eV. As for the multiplicity: 1.

[6]
A cluster of 8 separate species, C6H26N2O7 in total at a distorted geometry, computed with ωB97M-V/def2-TZVPD.

Atoms and positions in Å:
C -3.665 -0.410 0.281
C -2.406 -0.418 1.164
C -1.560 -1.652 0.869
C -0.183 -1.770 1.446
C 0.258 -1.106 2.500
C 1.373 -2.895 0.080
N 0.516 -2.936 1.011
N -1.696 0.846 0.955
H -3.685 -1.057 -0.599
H -4.623 -0.596 0.785
H -3.912 0.591 -0.084
H -2.742 -0.492 2.201
H -2.078 -2.616 0.953
H -1.484 -1.714 -0.232
H 1.268 -1.289 2.838
H -0.366 -0.448 3.082
H 1.982 -3.796 -0.031
H 1.524 -2.144 -0.703
H -1.850 1.130 0.012
H -1.797 1.535 1.665
H -0.876 -1.003 -3.619
H -0.033 -1.093 -2.280
O -0.898 -1.158 -2.659
H 1.205 2.437 3.595
H 0.878 3.113 2.369
O 0.589 3.096 3.284
H -0.250 1.128 -2.309
H 0.008 2.131 -3.367
O -0.696 1.838 -2.780
H -0.352 3.788 -0.674
H -1.162 2.654 -1.127
O -1.058 3.269 -0.375
H 1.267 1.967 -0.400
H 0.989 0.638 0.225
O 1.677 1.103 -0.280
H 3.360 -1.477 -0.109
H 3.400 0.043 -0.085
O 3.905 -0.707 -0.371
H 2.663 -0.619 -2.873
H 3.477 0.519 -2.401
O 2.640 0.353 -2.860

As for the charge: 0. The SMILES is C=NC(=C)C[C@H](C)N.O.O.O.O.O.O.O. The HOMO energy comes out at -8.8 eV. As for the multiplicity: 1.

[7]
A structure of composition H16NaO8, computed with ωB97M-V/def2-TZVPD.

Atoms and positions in Å:
Na -13.331 3.407 -16.641
O -16.046 5.665 -13.931
H -16.916 5.620 -14.327
H -16.168 5.322 -13.045
O -14.878 5.495 -20.907
H -14.416 5.172 -21.681
H -14.355 6.239 -20.609
O -9.981 4.038 -13.401
H -9.227 4.580 -13.633
H -10.198 4.299 -12.506
O -8.624 3.866 -19.084
H -7.817 3.782 -19.592
H -8.332 3.902 -18.173
O -17.065 0.741 -18.284
H -17.706 0.471 -17.627
H -16.597 -0.063 -18.508
O -12.865 0.120 -13.986
H -12.487 -0.718 -14.250
H -12.142 0.590 -13.571
O -12.271 1.283 -20.290
H -11.476 1.812 -20.357
H -12.785 1.524 -21.062
O -12.049 8.349 -17.332
H -12.663 9.081 -17.276
H -11.440 8.491 -16.607

As for the charge: +1. The HOMO energy comes out at -14.0 eV. As for the multiplicity: 1.

[8]
An isolated molecule of C3H3NS2 at a distorted geometry, computed with ωB97M-V/def2-TZVPD.

Atoms and positions in Å:
C -1.028 -0.442 -0.230
C -0.442 0.933 -0.175
C 0.005 2.015 -0.157
H 1.848 -0.556 1.032
H -0.328 -2.129 -0.101
H 0.731 3.035 0.033
N 0.079 -1.252 0.019
S 1.739 -0.892 -0.265
S -2.604 -0.711 -0.156

As for the charge: 0. The SMILES is C#CC(=S)NS. The HOMO energy comes out at -9.0 eV. As for the multiplicity: 1.